Record 1
Computed, not measured: a molecular structure, C48H52BrIrN5P2Te in a non-equilibrium geometry, with ωB97M-V/def2-TZVPD.

```
110
Properties=species:S:1:pos:R:3:mulliken_spin:R:1
Ir -0.67 0.18 -0.53 0.0181
N -4.41 0.58 0.28 -0.0004
C -5.19 0.24 1.53 -0.0003
C -5.13 1.38 2.55 0.0000
C -3.76 1.56 3.20 -0.0001
N -2.82 2.15 2.23 0.0003
C -3.22 0.24 3.72 -0.0004
C -3.22 -0.89 2.70 -0.0011
N -2.21 -0.81 1.59 -0.0006
C -4.62 -1.04 2.11 0.0002
H -4.87 1.31 -0.26 0.0000
H -4.23 -0.21 -0.35 0.0000
H -3.49 0.94 0.59 0.0023
H -6.22 0.08 1.21 0.0000
H -5.84 1.11 3.33 0.0001
H -5.48 2.32 2.12 0.0000
H -3.89 2.23 4.06 0.0000
H -1.87 2.12 2.59 0.0004
H -3.03 3.14 2.13 0.0001
H -3.89 -0.09 4.53 0.0000
H -2.24 0.37 4.18 0.0003
H -3.02 -1.82 3.24 0.0011
H -2.42 -1.63 1.03 -0.0004
H -1.32 -1.02 2.03 -0.0026
H -5.30 -1.35 2.90 0.0000
H -4.64 -1.84 1.36 0.0000
Te 4.12 0.60 -0.75 0.4838
C 5.12 -0.22 0.88 -0.0168
C 5.27 -1.60 0.96 0.0079
C 6.03 -2.11 2.00 0.0032
N 6.63 -1.37 2.92 0.0117
C 6.49 -0.05 2.82 0.0002
C 5.76 0.58 1.82 0.0078
C 2.28 -0.17 -0.47 0.4212
P 1.21 0.32 0.88 -0.0808
C 1.26 -0.82 2.27 0.0009
C 0.52 -0.52 3.41 0.0017
C 0.61 -1.31 4.54 0.0007
C 1.45 -2.42 4.54 0.0009
C 2.19 -2.73 3.41 -0.0004
C 2.09 -1.94 2.27 0.0243
C 1.81 1.88 1.58 0.0721
C 1.44 3.08 0.98 0.0200
C 1.99 4.28 1.41 -0.0059
C 2.91 4.28 2.44 -0.0002
C 3.28 3.09 3.05 0.0016
C 2.74 1.89 2.63 -0.0095
P 1.13 -0.37 -1.80 -0.0105
C 0.87 -2.11 -2.19 -0.0002
C 1.52 -3.12 -1.50 0.0324
C 1.40 -4.44 -1.92 -0.0002
C 0.60 -4.74 -3.01 -0.0001
C -0.08 -3.73 -3.69 0.0005
C 0.06 -2.42 -3.29 -0.0077
C 2.11 0.15 -3.30 0.0075
C 2.95 -0.92 -3.69 0.0238
C 3.85 -0.78 -4.74 0.0010
C 3.93 0.41 -5.44 0.0008
C 3.12 1.47 -5.07 -0.0011
C 2.22 1.35 -4.01 0.0009
H 4.82 -2.26 0.22 -0.0106
H 6.17 -3.19 2.09 -0.0002
H 7.00 0.54 3.57 -0.0003
H 5.68 1.66 1.80 -0.0019
H -0.09 0.38 3.44 0.0014
H 0.04 -1.07 5.42 0.0000
H 1.54 -3.03 5.42 0.0000
H 2.85 -3.58 3.41 0.0006
H 2.66 -2.18 1.39 -0.0093
H 0.72 3.08 0.17 0.0055
H 1.70 5.20 0.93 0.0004
H 3.34 5.22 2.78 0.0006
H 4.00 3.10 3.87 0.0008
H 3.03 0.97 3.11 -0.0057
H 2.16 -2.88 -0.66 -0.0374
H 1.93 -5.23 -1.40 0.0003
H 0.50 -5.77 -3.34 0.0000
H -0.71 -3.97 -4.53 0.0001
H -0.45 -1.64 -3.83 0.0004
H 2.90 -1.86 -3.18 0.0032
H 4.48 -1.61 -5.01 -0.0004
H 4.61 0.51 -6.27 -0.0001
H 3.18 2.41 -5.60 0.0001
H 1.66 2.23 -3.78 0.0020
Br -2.04 6.01 -3.44 0.0002
C -1.57 4.44 -2.52 0.0011
C -2.37 3.95 -1.50 -0.0010
C -2.03 2.77 -0.85 0.0138
C -0.91 2.02 -1.20 0.0201
C -0.09 2.59 -2.17 0.0060
C -0.40 3.76 -2.84 -0.0020
H -3.25 4.50 -1.20 0.0001
H -2.67 2.47 -0.03 0.0002
H 0.83 2.10 -2.40 -0.0058
H 0.26 4.15 -3.60 0.0000
C -1.72 -3.08 -0.47 0.0037
C -2.45 -2.14 -1.40 -0.0026
C -3.44 -2.55 -2.25 0.0005
C -3.79 -1.43 -3.06 0.0005
C -2.99 -0.39 -2.67 0.0020
C -2.97 0.96 -3.33 -0.0008
N -2.18 -0.77 -1.60 0.0034
H -1.49 -4.00 -1.01 -0.0001
H -2.30 -3.40 0.40 0.0003
H -0.76 -2.70 -0.11 0.0019
H -3.84 -3.55 -2.31 0.0002
H -4.51 -1.41 -3.86 0.0000
H -3.48 0.87 -4.29 0.0001
H -1.97 1.32 -3.52 0.0004
H -3.48 1.74 -2.76 0.0000
```

Gap between HOMO and LUMO (spin up / spin down) in eV: 6.4 / 4.9
<S²>: 0.757
Total energy in eV: -156808.553
LUMO level (spin up / spin down) in hartree: -0.20702 / -0.25985
HOMO level (spin up / spin down) in eV: -12.02 / -12.02
Spin multiplicity: 2
Total charge: +2
Max |F| in eV Å⁻¹: 2.0

---

Record 2
Computed, not measured: a molecular structure, C48H52F9LuN8O4S5 in a non-equilibrium geometry, with ωB97M-V/def2-TZVPD.

```
127
Properties=species:S:1:pos:R:3:mulliken_charge:R:1
Lu -1.78 0.50 0.11 1.8969
N 0.24 1.29 -1.03 -0.1654
S 1.37 1.29 -1.93 1.2446
N 2.61 0.23 -1.91 -0.3875
S 2.81 -1.17 -1.16 0.2893
N 1.51 -1.79 -0.50 -0.0873
S 0.92 -1.71 1.01 1.1872
N -0.25 -0.88 1.21 0.5278
C 0.69 -3.49 1.38 0.5929
C 0.80 -4.41 0.31 -1.1157
C 0.65 -5.77 0.57 -0.9592
C 0.44 -6.16 1.91 -0.6726
C 0.27 -5.22 2.92 -0.9791
C 0.42 -3.85 2.68 -0.0869
C 2.21 -1.13 2.13 -0.0844
C 2.38 0.26 2.13 1.0045
C 3.22 0.82 3.13 -0.5271
C 3.86 -0.06 3.98 -0.8257
C 3.70 -1.45 3.95 -0.8624
C 2.91 -2.01 2.98 -0.3016
C 2.64 -2.29 -2.64 0.3945
C 2.75 -3.65 -2.47 -0.6077
C 2.57 -4.52 -3.53 -0.5446
C 2.21 -4.03 -4.81 -0.7216
C 2.08 -2.66 -4.95 -0.2551
C 2.34 -1.77 -3.92 -0.1491
C 6.09 1.17 1.14 -0.4335
C 6.70 0.24 2.01 0.1907
C 8.07 -0.07 2.07 -0.8146
C 8.96 0.59 1.27 -0.1496
C 8.44 1.42 0.26 -0.6743
C 7.05 1.61 0.20 -0.1365
C 2.27 2.85 -1.83 0.1361
C 1.74 3.99 -2.41 -0.6000
C 2.12 5.26 -1.99 -0.7189
C 3.05 5.41 -0.97 -0.4012
C 3.74 4.32 -0.47 -0.6964
C 3.35 3.01 -0.89 -0.3535
C 0.87 1.24 -3.70 -0.5006
C -0.44 0.82 -3.85 -0.0100
C -0.94 0.63 -5.16 -0.6724
C -0.18 0.97 -6.26 -0.5675
C 1.13 1.48 -6.06 -0.6954
C 1.67 1.61 -4.81 0.0350
H 0.97 -3.96 -0.63 1.1450
H 0.65 -6.48 -0.25 0.4104
H 0.30 -7.21 2.17 0.3341
H -0.06 -5.60 3.90 0.3864
H 0.23 -3.11 3.47 0.4512
H 1.69 0.81 1.54 -0.6792
H 3.34 1.93 3.17 0.3013
H 4.48 0.35 4.75 0.2759
H 4.24 -2.04 4.66 0.4103
H 2.79 -3.06 2.88 0.6886
H 3.02 -3.97 -1.45 0.5393
H 2.71 -5.55 -3.28 0.4185
H 2.04 -4.68 -5.67 0.3662
H 1.70 -2.28 -5.92 0.3431
H 2.24 -0.68 -4.14 0.1822
H 6.05 -0.23 2.74 0.0844
H 8.35 -0.74 2.91 0.2759
H 10.07 0.45 1.42 0.2399
H 9.13 1.89 -0.39 0.3865
H 6.77 2.26 -0.66 0.1652
H 0.97 3.88 -3.12 0.5271
H 1.68 6.15 -2.44 0.3756
H 3.37 6.42 -0.62 0.2977
H 4.55 4.33 0.25 0.4924
H 3.79 2.14 -0.41 0.4033
H -1.03 0.49 -3.01 0.1094
H -1.97 0.23 -5.26 0.3730
H -0.58 0.86 -7.25 0.4003
H 1.74 1.74 -6.96 0.2983
H 2.71 1.95 -4.68 0.4033
O -2.04 -0.66 -1.60 -0.9061
H -2.86 -1.09 -1.82 0.0364
H -4.43 -1.15 0.58 -0.3026
O -0.24 2.46 1.06 -0.7666
H 0.21 2.23 1.86 0.2589
H 0.27 2.10 0.28 0.1165
O -0.45 -1.13 3.89 -0.7478
H -1.09 -0.50 4.22 0.2675
H -0.50 -0.91 2.92 -0.4107
S -2.68 2.96 -1.42 -0.4791
C -5.48 5.21 -1.35 -0.7726
C -5.42 4.23 -2.51 -0.8178
C -5.33 2.79 -2.03 0.4091
N -4.22 2.20 -1.61 0.1486
N -4.39 0.95 -0.95 -0.1257
C -5.68 0.55 -1.07 0.2687
N -6.10 -0.62 -0.73 -0.6504
S -6.76 1.89 -1.77 -0.2905
H -5.66 6.21 -1.77 0.3655
H -4.53 5.23 -0.75 0.1104
H -6.29 4.90 -0.68 0.2852
H -4.55 4.47 -3.13 0.2527
H -6.33 4.30 -3.12 0.3837
H -3.85 -1.02 2.00 -0.4539
H -7.13 -0.70 -0.82 0.1346
F -4.99 3.68 3.24 -0.2922
C -4.20 3.13 2.30 0.4251
F -5.01 2.68 1.35 -0.1650
F -3.46 4.14 1.74 -0.2622
C -3.23 2.02 2.87 0.7645
O -2.68 1.29 1.96 0.1921
C -4.05 1.01 3.79 0.1482
F -5.19 0.66 3.17 -0.2756
F -3.39 -0.15 4.00 -0.1265
F -4.41 1.50 4.99 -0.3275
C -2.20 2.80 3.78 0.2999
F -1.32 3.43 3.06 -0.2036
F -1.55 1.88 4.58 -0.2720
F -2.74 3.72 4.60 -0.2937
C -2.83 -3.32 2.50 -1.5872
C -3.53 -2.85 1.22 2.0921
C -4.93 -3.48 1.26 -1.9725
C -2.77 -3.32 -0.03 -1.6832
N -3.59 -1.39 1.10 0.6068
H -2.61 -4.41 2.35 0.4553
H -3.53 -3.18 3.32 0.5118
H -1.86 -2.80 2.67 0.1854
H -5.37 -3.48 0.23 0.3178
H -5.57 -2.95 1.94 0.3847
H -4.89 -4.56 1.56 0.4287
H -3.32 -2.98 -0.94 0.2406
H -2.57 -4.36 -0.10 0.5617
H -1.82 -2.82 -0.04 0.3846
```

Gap between HOMO and LUMO in eV: 5.0
Total energy in eV: -182982.514
LUMO level in hartree: 0.13304
HOMO level in eV: -1.34
Total charge: -2
Max |F| in eV Å⁻¹: 2.9